Run 1
DFT (ωB97M-V with the def2-TZVPD basis set) results for a 3-piece molecular cluster, C8H16N2 overall.

The geometry in XYZ format:
```
26
Properties=species:S:1:pos:R:3:mulliken_charge:R:1
C -1.0047 -0.1016 -0.7106 1.407
C 2.1081 1.3397 0.2099 -0.819
C -0.7089 0.0226 -2.1958 -1.418
C -1.8697 -1.2986 -0.3599 -1.531
C -1.3186 1.1059 -0.0265 -1.314
N 1.3368 0.2759 0.8463 0.023
C 0.8627 -0.6905 0.0529 0.411
C 0.5345 0.6015 2.0161 -0.260
C 1.3060 -1.8513 -0.3596 -0.928
N -0.0144 -0.4308 2.6107 -0.589
H -0.2485 -0.2167 3.5752 0.202
H 1.0385 1.4038 2.5820 0.434
H 2.4337 2.0451 0.9750 0.320
H 1.5110 1.8738 -0.5323 0.285
H 2.9708 0.9058 -0.2932 0.297
H -0.1592 -0.8416 -2.5676 0.291
H -1.6452 0.0905 -2.7568 0.423
H -0.1213 0.9151 -2.4147 0.338
H -1.9638 -1.3932 0.7193 0.351
H -2.8627 -1.1834 -0.8035 0.467
H -1.4443 -2.2270 -0.7413 0.299
H -0.9386 2.0360 -0.4397 0.347
H -2.2785 1.1687 0.4737 0.392
H -0.5175 1.1626 1.1769 0.073
H 2.2653 -2.2277 -0.0218 0.324
H 0.7283 -2.4846 -1.0145 0.174
```

Properties
Net charge: 0
Lowest unoccupied orbital energy: 0.7 eV
Orbital gap: 8.225 eV
2S+1: 1
HOMO energy: -0.276 Ha

Run 2
DFT (ωB97M-V with the def2-TZVPD basis set) results for a 2-piece molecular cluster, C8H16N2 overall.

The geometry in XYZ format:
```
26
Properties=species:S:1:pos:R:3:mulliken_charge:R:1
C -3.2379 0.8590 1.2200 -1.082
C -2.4903 -0.1578 2.1020 -0.295
C -1.4817 -0.8922 1.2712 0.145
C -1.5962 -2.2522 1.1291 -0.267
N -0.5541 -2.6569 0.3194 -0.030
C 0.1144 -1.5344 -0.0609 -0.317
N -0.3801 -0.4807 0.5327 -0.455
H -3.3340 0.5281 0.1810 0.340
H -2.6080 1.7687 1.2347 0.248
H -4.2270 1.0276 1.6773 0.333
H -1.9246 0.1387 2.9909 0.329
H -3.2453 -0.9284 2.4708 0.223
H -2.4498 -2.9457 1.1435 0.277
H -0.3587 -3.6093 0.0713 0.180
H 0.7139 -1.4649 -0.9592 0.444
C 1.7365 2.0291 -1.9697 -1.320
C 2.3330 0.6363 -1.7704 0.306
C 3.2884 0.5314 -0.5345 -1.133
H 0.9194 1.9322 -2.6750 0.309
H 2.5038 2.7512 -2.2732 0.384
H 1.3825 2.5388 -1.0638 0.328
H 1.4895 -0.0345 -1.5155 -0.267
H 2.9112 0.4384 -2.6861 0.354
H 2.8687 1.2434 0.1885 0.268
H 3.3923 -0.4793 -0.1939 0.312
H 4.2342 1.0136 -0.8303 0.384
```

Properties
SMILES: CCc1c[nH]cn1.CCC
Net charge: 0
Lowest unoccupied orbital energy: 0.9 eV
Orbital gap: 9.422 eV
2S+1: 1
HOMO energy: -0.315 Ha

Most stable = run 2

Run 1
DFT (ωB97M-V with the def2-TZVPD basis set) results for a 2-piece molecular cluster, C4H14N3O2 overall.

The geometry in XYZ format:
```
23
Properties=species:S:1:pos:R:3:mulliken_charge:R:1
N -1.5507 0.1471 -1.6430 -0.138
C -0.7379 -1.1175 -1.4282 -0.492
C 0.8716 -0.8429 -1.6079 -0.698
N 1.3583 -1.4190 -0.3492 -0.297
C 1.9879 -0.6030 0.6624 -0.640
C 0.9586 0.3273 1.2480 0.540
N 1.3603 0.7793 2.4916 -0.443
O 0.0268 0.8842 0.6956 -0.580
H -0.9254 0.7948 -2.1013 0.359
H -2.4196 -0.0450 -2.1443 0.386
H -1.8426 0.5487 -0.7197 0.204
H -0.9782 -1.4153 -0.4178 0.273
H -0.8857 -1.9141 -2.1699 0.338
H 1.0956 -1.4534 -2.4783 0.403
H 0.9588 0.2325 -1.7669 0.413
H 1.9096 -2.2483 -0.5265 0.241
H 2.3832 -1.2866 1.4370 0.384
H 2.9587 -0.1163 0.3338 0.291
H 0.6721 1.4369 2.8340 0.260
H 1.8495 0.2209 3.1686 0.236
H -3.0861 0.8995 1.1538 0.326
H -3.0222 2.2094 0.2099 0.323
O -3.1533 1.2871 0.2805 -0.690
```

Properties
Net charge: +1
Lowest unoccupied orbital energy: -2.7 eV
Orbital gap: 9.812 eV
2S+1: 1
HOMO energy: -0.461 Ha

Run 2
DFT (ωB97M-V with the def2-TZVPD basis set) results for C4H14N3O2 as an isolated structure.

The geometry in XYZ format:
```
23
Properties=species:S:1:pos:R:3:mulliken_charge:R:1
C -1.8196 -0.5746 0.4530 -0.972
C -0.2941 0.8239 2.7703 -0.845
C 0.5164 0.0920 -2.8741 -0.863
C 0.3482 -0.4178 -0.5464 0.682
N 0.7513 -1.6777 -0.7238 -0.307
N -0.4077 -0.2477 0.6475 -0.011
N -0.1604 0.9793 1.3256 -0.510
O 1.8436 0.5036 -0.0756 -0.564
O -0.0412 0.3241 -1.5764 -0.327
H -2.3381 0.1867 -0.1398 0.367
H -1.9000 -1.5347 -0.0472 0.376
H -2.2826 -0.6537 1.4333 0.310
H 0.2991 -0.0327 3.0811 0.328
H 0.0968 1.7231 3.2412 0.343
H -1.3250 0.6778 3.0979 0.310
H 0.2134 0.9477 -3.4736 0.264
H 0.1096 -0.8191 -3.3112 0.332
H 1.6059 0.0393 -2.8316 0.412
H 0.9096 -2.2408 0.0963 0.248
H 1.2202 -1.9673 -1.5660 0.236
H -0.7814 1.7237 0.9967 0.265
H 1.3621 0.9348 0.7200 0.534
H 2.0738 1.2102 -0.6972 0.389
```

Properties
Net charge: +1
Lowest unoccupied orbital energy: -2.8 eV
Orbital gap: 11.408 eV
2S+1: 1
HOMO energy: -0.521 Ha

Most stable = run 1